--- i ---
{"formula": "C5H33NO13", "method": "the ωB97M-V functional and the def2-TZVPD basis", "e_homo_ev": -7.9, "species": ["O", "C", "C", "C", "C", "C", "N", "H", "H", "H", "H", "H", "H", "H", "H", "H", "H", "H", "O", "H", "H", "O", "H", "H", "O", "H", "H", "O", "H", "H", "O", "H", "H", "O", "H", "H", "O", "H", "H", "O", "H", "H", "O", "H", "H", "O", "H", "H", "O", "H", "H", "O"], "xyz": [[-2.57, -2.01, -2.24], [-2.18, -2.62, -1.28], [-2.90, -2.37, 0.04], [-2.12, -1.25, 0.63], [-0.95, -1.84, 1.36], [0.25, -1.17, 1.43], [1.31, -1.51, 2.24], [-1.34, -3.28, -1.49], [-3.20, -3.38, 0.51], [-3.82, -1.89, -0.09], [-2.83, -0.72, 1.21], [-1.93, -0.48, -0.03], [-1.16, -2.78, 1.89], [0.25, -0.09, 1.28], [2.05, -0.91, 1.90], [1.63, -2.51, 2.05], [2.14, 0.50, -3.53], [2.02, 0.33, -2.11], [1.99, -0.15, -2.89], [2.97, 2.04, -0.93], [4.28, 1.38, -1.45], [3.43, 1.29, -1.17], [4.54, -1.75, -0.07], [3.99, -0.22, -0.59], [4.19, -0.81, 0.23], [-2.74, 2.12, 1.59], [-2.76, 1.35, 2.94], [-3.29, 1.81, 2.29], [-2.64, -0.30, -1.65], [-3.83, 0.01, -0.91], [-3.26, 0.43, -1.46], [1.34, 2.81, 1.83], [2.63, 3.71, 1.87], [1.70, 3.74, 1.48], [-0.71, -1.05, -2.99], [0.26, 0.00, -2.49], [-0.67, -0.10, -2.71], [-0.78, 1.51, 3.86], [-1.47, 0.24, 4.51], [-1.35, 0.83, 3.82], [0.78, -3.71, -3.28], [1.01, -2.45, -2.37], [0.50, -3.24, -2.50], [-2.00, 1.60, -0.81], [-1.25, 2.79, -0.25], [-1.37, 1.87, -0.11], [4.09, 0.94, 2.67], [2.54, 0.88, 2.16], [3.11, 1.39, 2.71], [0.87, 2.56, -0.88], [1.91, 3.57, -1.09], [1.51, 2.86, -1.44]]}


--- ii ---
{"formula": "C5H33NO13", "method": "the ωB97M-V functional and the def2-TZVPD basis", "e_homo_ev": -9.8, "smiles": "CC(=O)N[C@H](C)CO.O.O.O.O.O.O.O.O.O.O.O", "species": ["C", "C", "N", "C", "C", "C", "O", "O", "H", "H", "H", "H", "H", "H", "H", "H", "H", "H", "H", "H", "H", "O", "H", "H", "O", "H", "H", "O", "H", "H", "O", "H", "H", "O", "H", "H", "O", "H", "H", "O", "H", "H", "O", "H", "H", "O", "H", "H", "O", "H", "H", "O"], "xyz": [[-1.37, -0.22, 2.31], [-1.68, -0.31, 0.86], [-0.63, 0.03, 0.03], [-0.48, -1.80, -1.59], [-0.74, -0.32, -1.39], [0.28, 0.55, -2.13], [-0.04, 1.92, -2.23], [-2.72, -0.72, 0.36], [-2.24, -0.17, 2.96], [-0.83, 0.69, 2.59], [-0.79, -1.04, 2.72], [0.24, 0.45, 0.33], [-1.14, -2.22, -2.35], [-0.58, -2.36, -0.66], [0.55, -2.00, -1.92], [-1.70, -0.07, -1.83], [0.41, 0.20, -3.16], [1.26, 0.55, -1.62], [0.00, 2.45, -1.43], [-4.31, 0.60, -0.49], [-3.73, 1.77, -1.45], [-4.34, 1.52, -0.76], [2.66, 1.18, 2.42], [3.81, 0.41, 3.21], [3.08, 0.32, 2.59], [1.02, 3.11, 1.54], [2.45, 2.89, 1.05], [1.89, 2.74, 1.84], [-2.36, 2.04, -3.61], [-1.61, 0.71, -3.95], [-2.42, 1.19, -4.08], [-0.03, -3.37, 2.48], [0.83, -4.47, 2.10], [0.00, -4.33, 2.57], [4.09, -1.91, -1.99], [2.50, -2.20, -1.75], [3.42, -2.33, -1.45], [1.70, -1.41, 2.49], [1.85, -1.53, 1.00], [1.17, -1.40, 1.68], [2.22, -3.92, -0.25], [0.73, -4.38, -0.28], [1.49, -4.20, 0.30], [-0.61, 4.80, 0.78], [-0.95, 3.50, 0.32], [-0.12, 3.99, 0.57], [3.65, -0.66, -0.41], [4.21, 0.59, 0.40], [4.06, 0.23, -0.47], [-3.22, 2.46, 1.09], [-3.07, 3.22, -0.28], [-2.60, 2.95, 0.51]]}


Name the most stable of them. ii.